# 1
The following is a quantum chemistry calculation of a molecular structure, C16H22Cl2O2SSn in a non-equilibrium geometry, from OMol25.

Results
spin multiplicity	1
orbital gap	6.005	eV
net charge	-2
E_HOMO	-1.17	eV
relative energy (zero: lowest compared OMol25 entry of this formula, charge and spin)	0.0	kJ/mol
E_LUMO	4.8	eV

Element x y z (Å)
C: 0.209 -1.373 -2.069
C: 1.056 -0.220 -2.258
C: 0.220 0.937 -2.302
C: 2.519 -0.223 -2.445
C: -1.144 0.522 -2.189
C: -1.169 -0.905 -2.036
C: -2.369 -1.756 -1.951
C: 0.638 -2.782 -2.029
C: 0.690 2.322 -2.509
C: -2.318 1.410 -2.272
Sn: -0.035 -0.311 0.460
Cl: 4.709 1.266 0.759
Cl: 2.229 -1.080 0.629
O: -1.915 0.440 0.728
H: 2.976 -1.158 -2.118
H: 3.010 0.563 -1.856
H: 2.796 -0.073 -3.497
H: 1.659 2.509 -2.033
H: -0.023 3.060 -2.126
H: 0.812 2.528 -3.581
H: -2.158 2.349 -1.730
H: -3.214 0.944 -1.856
H: -2.538 1.684 -3.312
H: -3.178 -1.248 -1.410
H: -2.171 -2.694 -1.423
H: -2.770 -2.019 -2.942
H: 1.599 -2.897 -1.516
H: 0.759 -3.216 -3.035
H: -0.082 -3.405 -1.488
H: -1.857 1.337 1.098
O: -0.778 -2.106 0.997
H: -1.641 -1.787 1.296
S: 0.781 1.925 1.471
C: 0.508 1.196 2.988
C: 1.494 0.355 3.545
C: 1.283 -0.221 4.793
C: 0.074 0.022 5.469
C: -0.935 0.813 4.890
C: -0.736 1.376 3.631
H: 2.398 0.186 2.975
H: 2.065 -0.846 5.236
H: -0.087 -0.408 6.469
H: -1.875 1.009 5.417
H: -1.491 1.973 3.136

Results of the natural (NBO) charge analysis, in e, for atoms 1 through 5: atom 1 (C): -0.165, atom 2 (C): -0.093, atom 3 (C): -0.142, atom 4 (C): -0.652, atom 5 (C): -0.156

=====

# 2
The following is a quantum chemistry calculation of 2 unconnected molecules or ions with the total composition C2H5N2O2 in a non-equilibrium geometry, from OMol25.

Results
spin multiplicity	1
orbital gap	8.646	eV
net charge	-1
E_HOMO	-4.27	eV
relative energy (zero: lowest compared OMol25 entry of this formula, charge and spin)	220.7	kJ/mol
E_LUMO	4.4	eV

Element x y z (Å)
N: 0.299 0.423 1.350
C: 1.297 0.610 0.311
N: 2.097 1.671 0.231
H: 0.643 -0.137 2.148
H: -0.663 0.288 1.000
H: 1.509 -0.106 -0.443
H: 2.138 1.761 -0.797
O: -0.540 -1.516 -0.998
C: -1.823 -1.142 -0.857
O: -2.393 -0.070 -0.498
H: -2.564 -1.782 -1.446

Results of the natural (NBO) charge analysis, in e, for atoms 1 through 5: atom 1 (N): -0.938, atom 2 (C): 0.333, atom 3 (N): -0.717, atom 4 (H): 0.372, atom 5 (H): 0.440

=====

# 3
The following is a quantum chemistry calculation of 17 unconnected molecules or ions with the total composition C35H48Cl48O3 in a non-equilibrium geometry, from OMol25.

Results
spin multiplicity	1
orbital gap	8.120	eV
E_HOMO	-9.68	eV
E_LUMO	-1.6	eV

Element x y z (Å)
C: 6.733 0.621 0.660
C: 7.823 1.821 0.974
C: 7.520 3.183 0.053
C: 6.217 4.019 0.632
C: 5.754 5.063 -0.563
C: 4.385 4.554 -1.313
C: 3.133 5.625 -1.152
C: 1.954 5.099 -2.205
C: 0.741 4.508 -1.258
C: -0.335 3.551 -2.057
C: -0.079 1.940 -1.883
C: -0.857 1.278 -0.567
C: 0.258 1.215 0.634
C: -0.207 1.890 2.053
C: -0.953 3.343 1.925
C: -0.040 4.615 2.506
C: 0.988 4.647 3.581
C: 1.639 6.154 3.735
O: 2.497 6.586 4.662
O: 1.059 6.870 2.553
C: -0.084 6.163 1.952
O: -0.940 6.809 1.156
H: 5.754 1.140 0.218
H: 7.185 -0.022 -0.214
H: 6.463 -0.030 1.603
H: 8.874 1.429 0.602
H: 7.882 2.103 2.121
H: 7.387 2.818 -1.065
H: 8.490 3.837 0.094
H: 5.334 3.274 0.930
H: 6.524 4.676 1.559
H: 5.642 6.140 -0.076
H: 6.598 5.095 -1.405
H: 4.008 3.514 -0.864
H: 4.615 4.472 -2.480
H: 2.739 5.619 -0.026
H: 3.534 6.702 -1.411
H: 2.360 4.341 -3.001
H: 1.524 6.091 -2.704
H: 0.133 5.460 -0.879
H: 1.168 3.994 -0.280
H: -0.328 3.859 -3.211
H: -1.426 3.782 -1.637
H: 1.082 1.768 -1.852
H: -0.476 1.384 -2.846
H: -1.847 1.842 -0.296
H: -1.105 0.159 -0.879
H: 1.285 1.691 0.318
H: 0.479 0.060 0.838
H: 0.780 1.994 2.714
H: -0.927 1.171 2.672
H: -1.958 3.335 2.568
H: -1.264 3.652 0.840
H: 1.250 3.654 4.181
C: -4.043 -0.711 1.530
Cl: -2.615 -1.694 1.165
Cl: -3.689 0.443 2.828
Cl: -4.602 0.138 0.079
H: -4.842 -1.376 1.869
C: -6.332 -0.859 5.911
Cl: -6.460 -0.966 4.147
Cl: -6.396 -2.473 6.639
Cl: -4.840 -0.024 6.377
H: -7.181 -0.279 6.283
C: -5.022 -4.539 -0.503
Cl: -5.946 -3.747 0.785
Cl: -5.220 -3.672 -2.035
Cl: -3.309 -4.645 -0.065
H: -5.409 -5.554 -0.629
C: 2.786 9.792 4.080
Cl: 2.454 10.468 2.477
Cl: 4.519 9.868 4.441
Cl: 1.854 10.647 5.321
H: 2.480 8.743 4.081
C: 3.450 0.349 4.586
Cl: 4.118 1.977 4.385
Cl: 1.680 0.388 4.504
Cl: 4.106 -0.749 3.360
H: 3.740 -0.023 5.572
C: -8.564 -5.803 -2.369
Cl: -9.279 -6.601 -3.780
Cl: -9.661 -5.896 -0.980
Cl: -6.996 -6.527 -1.972
H: -8.406 -4.750 -2.612
C: 2.954 -4.495 4.289
Cl: 4.382 -5.478 3.924
Cl: 3.308 -3.341 5.586
Cl: 2.395 -3.646 2.837
H: 2.155 -5.159 4.627
C: -0.219 -1.738 -4.397
Cl: -1.066 -1.464 -2.865
Cl: -1.336 -1.575 -5.763
Cl: 1.140 -0.613 -4.566
H: 0.176 -2.757 -4.395
C: -2.713 -0.460 10.101
Cl: -1.413 0.004 8.991
Cl: -3.919 -1.455 9.267
Cl: -2.056 -1.323 11.503
H: -3.204 0.450 10.456
C: 6.430 -0.493 -3.472
Cl: 5.017 -1.032 -4.394
Cl: 6.170 1.138 -2.830
Cl: 6.786 -1.629 -2.159
H: 7.291 -0.465 -4.145
C: 7.930 -1.768 -6.976
Cl: 6.517 -2.307 -7.899
Cl: 7.670 -0.137 -6.335
Cl: 8.286 -2.904 -5.663
H: 8.791 -1.740 -7.650
C: -10.144 -9.627 -1.919
Cl: -10.859 -10.425 -3.330
Cl: -11.241 -9.720 -0.530
Cl: -8.576 -10.351 -1.522
H: -9.985 -8.574 -2.162
C: -9.985 -12.220 -6.885
Cl: -9.006 -10.744 -6.886
Cl: -11.327 -12.079 -8.034
Cl: -8.984 -13.631 -7.268
H: -10.402 -12.356 -5.883
C: -14.917 -8.731 -3.311
Cl: -15.045 -8.839 -5.075
Cl: -14.981 -10.345 -2.583
Cl: -13.425 -7.897 -2.845
H: -15.766 -8.152 -2.939
C: 6.605 -6.171 0.425
Cl: 4.990 -6.880 0.596
Cl: 6.563 -4.790 -0.685
Cl: 7.239 -5.680 2.005
H: 7.271 -6.929 0.007
C: 3.729 9.647 -3.421
Cl: 4.964 10.552 -4.313
Cl: 3.853 7.914 -3.771
Cl: 3.878 9.942 -1.680
H: 2.745 9.995 -3.746

Results of the Löwdin charge analysis, in e, for atoms 1 through 5: atom 1 (C): -0.162, atom 2 (C): -0.250, atom 3 (C): -0.231, atom 4 (C): -0.209, atom 5 (C): -0.213

=====

# 4
The following is a quantum chemistry calculation of a molecular structure, C25H16BrCl2F4O6PRuS3 in a non-equilibrium geometry, from OMol25.

Results
spin multiplicity	5
orbital gap (alpha / beta)	7.134 / 6.687	eV
E_HOMO (alpha / beta)	-7.29 / -7.99	eV
relative energy (zero: lowest compared OMol25 entry of this formula, charge and spin)	95.3	kJ/mol
E_LUMO (alpha / beta)	-0.2 / -1.3	eV

Element x y z (Å)
Ru: 0.697 0.522 1.242
O: -1.334 0.706 2.453
S: -1.148 2.133 2.742
O: -1.289 2.442 4.141
O: 0.107 2.625 2.174
C: -2.382 3.090 1.855
C: -3.345 3.747 2.602
C: -4.203 4.652 1.998
C: -4.105 4.893 0.636
C: -3.147 4.232 -0.116
C: -2.281 3.341 0.502
S: -1.141 2.506 -0.593
O: -1.538 2.827 -1.926
O: -1.075 1.094 -0.311
O: 0.283 3.180 -0.377
H: -3.376 3.552 3.661
H: -4.938 5.174 2.593
H: -4.761 5.602 0.154
H: -3.041 4.389 -1.178
F: 4.371 -5.576 1.295
C: 3.555 -4.622 0.845
C: 3.491 -4.314 -0.518
F: 4.220 -5.000 -1.401
C: 2.649 -3.301 -0.955
F: 2.571 -3.066 -2.270
C: 1.866 -2.550 -0.074
P: 0.855 -1.085 -0.514
C: 1.495 -0.428 -2.067
C: 2.864 -0.167 -2.154
C: 3.366 0.500 -3.253
C: 2.504 0.943 -4.245
C: 1.139 0.727 -4.137
C: 0.627 0.047 -3.047
C: -0.710 -1.923 -0.905
C: -1.783 -1.846 -0.023
C: -2.947 -2.539 -0.310
C: -3.043 -3.292 -1.469
C: -1.976 -3.354 -2.352
C: -0.804 -2.679 -2.072
C: 1.917 -2.909 1.282
Br: 0.755 -2.056 2.546
C: 2.739 -3.926 1.736
F: 2.754 -4.244 3.029
H: 3.515 -0.479 -1.347
H: 4.426 0.695 -3.332
H: 2.903 1.472 -5.097
H: 0.465 1.105 -4.893
H: -0.440 -0.096 -2.945
H: -1.712 -1.229 0.866
H: -3.779 -2.490 0.375
H: -3.949 -3.837 -1.689
H: -2.053 -3.934 -3.260
H: 0.029 -2.738 -2.758
S: 1.736 2.380 -0.171
Cl: 2.488 0.928 3.130
C: 1.522 1.004 4.615
Cl: 2.557 1.332 5.996
H: 1.045 0.032 4.765
H: 0.788 1.811 4.524

Results of the natural (NBO) charge analysis, in e, for atoms 1 through 5: atom 1 (Ru): 0.831, atom 2 (O): -1.006, atom 3 (S): 2.399, atom 4 (O): -0.968, atom 5 (O): -0.999

=====

# 5
The following is a quantum chemistry calculation of a molecular structure, C16H14NO5SeZr in a non-equilibrium geometry, from OMol25.

Results
spin multiplicity	1
orbital gap	6.140	eV
net charge	+1
E_HOMO	-11.43	eV
E_LUMO	-5.3	eV

Element x y z (Å)
Zr: -0.013 1.737 0.008
O: -0.118 7.937 -0.067
C: -0.035 6.613 -0.031
C: 1.157 5.927 0.255
C: 1.111 4.559 0.261
N: -0.023 3.903 0.001
C: -1.166 4.548 -0.272
C: -1.222 5.911 -0.301
C: -2.301 3.585 -0.533
O: -3.407 3.911 -0.802
O: -1.846 2.302 -0.414
C: 2.256 3.612 0.542
O: 3.360 3.963 0.793
O: 1.818 2.327 0.456
H: 0.729 8.357 0.126
H: 2.085 6.444 0.466
H: -2.141 6.437 -0.522
C: -0.027 -6.814 -0.133
C: -0.011 -5.312 -0.060
C: 1.086 -4.632 0.460
C: 1.129 -3.247 0.534
C: 2.342 -2.563 1.100
C: 0.006 -2.554 0.062
Se: 0.057 -0.679 0.123
C: -1.130 -3.187 -0.461
C: -2.364 -2.485 -0.965
C: -1.097 -4.575 -0.512
H: 0.893 -7.243 0.260
H: -0.146 -7.151 -1.164
H: -0.862 -7.220 0.440
H: 1.939 -5.197 0.819
H: 3.084 -3.303 1.393
H: 2.095 -1.968 1.981
H: 2.800 -1.892 0.371
H: -2.311 -1.405 -0.870
H: -3.239 -2.826 -0.411
H: -2.530 -2.725 -2.016
H: -1.959 -5.096 -0.917

Results of the natural (NBO) charge analysis, in e, for atoms 1 through 5: atom 1 (Zr): 2.101, atom 2 (O): -0.600, atom 3 (C): 0.407, atom 4 (C): -0.270, atom 5 (C): 0.137

=====

# 6
The following is a quantum chemistry calculation of a molecular structure, C8H21NOP2ReS in a non-equilibrium geometry, from OMol25.

Results
spin multiplicity	4
orbital gap (alpha / beta)	6.205 / 5.500	eV
net charge	+2
E_HOMO (alpha / beta)	-15.30 / -16.69	eV
E_LUMO (alpha / beta)	-9.1 / -11.2	eV

Element x y z (Å)
Re: -0.415 0.109 0.158
H: 1.155 0.580 -3.191
H: 1.449 1.187 -2.861
P: -0.648 -1.926 -0.801
P: 1.021 1.629 1.039
C: 0.037 3.068 1.621
H: 0.667 3.729 2.230
H: -0.345 3.626 0.757
H: -0.815 2.723 2.221
C: 1.938 1.149 2.552
H: 2.699 0.408 2.281
H: 2.422 2.018 3.016
H: 1.243 0.691 3.267
C: 2.337 2.443 0.053
H: 1.889 2.915 -0.831
H: 2.871 3.198 0.647
H: 3.042 1.674 -0.284
C: -0.362 -3.383 0.274
H: -0.697 -4.309 -0.209
H: 0.709 -3.455 0.494
H: -0.904 -3.247 1.218
C: -2.408 -2.135 -1.281
H: -2.645 -1.464 -2.116
H: -2.599 -3.171 -1.585
H: -3.058 -1.881 -0.434
C: 0.222 -2.424 -2.338
H: 1.302 -2.395 -2.150
H: -0.067 -3.437 -2.654
H: -0.010 -1.708 -3.136
C: -0.900 1.138 -1.389
O: -1.208 1.771 -2.336
H: 1.107 -0.410 -0.225
S: -4.202 0.602 2.810
C: -2.916 0.420 1.917
N: -1.913 0.265 1.263

Results of the natural (NBO) charge analysis, in e, for atoms 1 through 5: atom 1 (Re): 0.640, atom 2 (H): 0.002, atom 3 (H): 0.001, atom 4 (P): 1.043, atom 5 (P): 1.039